C12H33ClCoIN2P2S as an isolated structure, computed with the ωB97M-V functional and the def2-TZVPD basis.

Atoms and positions in Å:
1 C -0.92210 -0.11859 -2.82310
2 I -2.05305 -0.07449 -0.83464
3 H 0.16548 -0.12810 -2.69577
4 H -1.25806 0.77154 -3.35465
5 H -1.27780 -1.01228 -3.33404
6 Co 0.01504 0.01136 0.10856
7 P 0.10765 2.32173 -0.32809
8 C -1.46519 3.27531 -0.32742
9 C 1.21477 3.24297 0.78140
10 H 1.30678 4.27047 0.40402
11 H 0.89564 3.77779 -2.06446
12 H 2.19652 2.75833 0.77781
13 H 1.73604 2.19386 -2.08713
14 H -2.10970 2.98923 0.51381
15 H 0.83420 3.26342 1.80757
16 C 0.76925 2.69298 -1.97969
17 H -1.23469 4.35049 -0.25836
18 H 0.09298 2.34026 -2.76110
19 H -2.00868 3.08226 -1.26302
20 P 0.19688 -2.30698 -0.01493
21 C -1.33289 -3.24214 0.35457
22 C 0.60193 -2.85482 -1.70459
23 H 2.43323 -2.53043 0.83776
24 H 1.61824 -4.11936 0.68062
25 H 1.24626 -3.04343 2.06152
26 C 1.49834 -3.07537 0.99799
27 H 1.54842 -2.39047 -2.00885
28 H 0.70518 -3.94914 -1.69354
29 H -1.10792 -4.31626 0.35916
30 H -2.08488 -3.02865 -0.41302
31 H -0.18394 -2.56604 -2.41030
32 H -1.73612 -2.95052 1.33088
33 Cl 2.11780 0.00928 -0.47759
34 C -1.12293 2.38925 3.43316
35 N -1.63422 1.06079 3.76633
36 C -2.65041 0.99458 4.81617
37 C -0.96885 -0.03483 3.37147
38 S 0.37742 0.14378 2.27035
39 N -1.25182 -1.25290 3.91601
40 C -0.19864 -2.23842 4.14155
41 C -2.61228 -1.79444 3.97978
42 H -1.64909 3.11399 4.05842
43 H -1.30150 2.62236 2.37498
44 H -0.04548 2.44981 3.63949
45 H -3.60087 0.60703 4.42326
46 H -2.31664 0.37054 5.65877
47 H -2.81658 2.01023 5.17294
48 H -0.29998 -2.64563 5.15794
49 H -0.28150 -3.07398 3.43313
50 H 0.77520 -1.74992 4.04450
51 H -3.31451 -1.20583 3.37559
52 H -2.60043 -2.82312 3.59498
53 H -2.95131 -1.83152 5.02528

Calculated values
E_LUMO (alpha / beta) in eV: -6.6 / -9.0
Molecular weight in g/mol: 520.715
Total charge: +2
Frontier orbital gap (alpha / beta) in Ha: 0.2568 / 0.2182
HOMO (alpha / beta) in eV: -13.6 / -14.9
Energy in eV: -103607.144
Spin multiplicity: 5

Results of the natural (NBO) charge analysis, in e, for atoms 1 through 4: atom 1 (C): -0.647, atom 2 (I): 0.278, atom 3 (H): 0.244, atom 4 (H): 0.243

A 3-piece molecular cluster, C5H17N2O2 overall, computed with the ωB97M-V functional and the def2-TZVPD basis.

Atoms and positions in Å:
1 C -0.85333 -2.04660 1.21872
2 C -0.98586 -0.59538 1.83229
3 C -1.77345 0.40567 1.03338
4 C -1.22132 0.86137 -0.42135
5 N 0.20503 0.91787 -0.72989
6 C 0.91663 1.97844 -0.40497
7 N 0.70699 2.67600 0.68029
8 H -1.72367 -2.75451 1.56016
9 H -0.73565 -2.03618 0.13956
10 H 0.08209 -2.44279 1.59409
11 H -1.44744 -0.71294 2.76464
12 H 0.05802 -0.35107 1.99189
13 H -1.85866 1.38462 1.58943
14 H -2.72628 -0.07733 0.87086
15 H -1.53173 0.07537 -1.06897
16 H -1.54826 1.87688 -0.82106
17 H 0.67974 0.09600 -1.36794
18 H 1.57092 2.46968 -1.02905
19 H -0.00953 2.43093 1.34625
20 H 1.31740 3.55879 0.75400
21 H 1.65075 -0.41493 -3.61458
22 H 0.24147 -0.81607 -4.03092
23 O 0.83276 -0.67853 -3.29171
24 H 2.59403 -1.67901 0.50842
25 H 2.81979 -2.52617 -0.72096
26 O 2.73956 -1.60014 -0.38257

Calculated values
E_LUMO in eV: -3.3
Molecular weight in g/mol: 137.203
Total charge: +1
Frontier orbital gap in Ha: 0.3943
HOMO in eV: -14.1
Energy in eV: -12528.662
Relative energy (zero: lowest compared OMol25 entry of this formula, charge and spin) in kJ/mol: 189.8
Spin multiplicity: 1

Results of the natural (NBO) charge analysis, in e, for atoms 1 through 4: atom 1 (C): -0.612, atom 2 (C): -0.414, atom 3 (C): -0.402, atom 4 (C): -0.242

One molecule with the formula C23H28N4O5S, computed with the ωB97M-V functional and the def2-TZVPD basis.

Atoms and positions in Å:
1 C 4.74680 -2.55597 0.38968
2 N 3.39621 -2.48672 0.88463
3 C 3.16692 -2.28590 2.21556
4 O 3.99205 -2.28354 3.13064
5 C 1.63581 -2.10576 2.38708
6 C 1.23815 -0.75946 3.03380
7 C 1.77292 -0.60663 4.43635
8 C 2.57249 0.49055 4.77038
9 C 3.15081 0.55848 6.03766
10 C 2.87899 -0.42444 6.99371
11 C 2.01346 -1.47832 6.67355
12 C 1.44191 -1.55749 5.40102
13 N 1.14036 -2.27445 1.02276
14 C -0.18972 -2.30254 0.73956
15 C -0.67749 -2.26722 -0.55827
16 C -1.98294 -2.65486 -0.95208
17 N -3.02584 -2.73128 0.15318
18 S -4.36792 -3.32616 1.42885
19 C -5.54851 -4.09402 0.37725
20 O -4.82567 -1.98925 1.89468
21 O -3.65419 -4.29611 2.25012
22 C -2.53927 -2.66549 -2.25672
23 C -3.93456 -2.64694 -2.51024
24 C -4.40704 -2.63166 -3.83859
25 C -3.48055 -2.61024 -4.91820
26 N -3.84674 -2.65384 -6.27906
27 O -2.93899 -2.67254 -7.14723
28 O -5.05642 -2.67647 -6.57763
29 C -2.10696 -2.60074 -4.64999
30 C -1.64629 -2.63280 -3.35313
31 C 2.22059 -2.37205 0.00691
32 C 2.35114 -1.08487 -0.84368
33 C 2.16168 -3.64875 -0.85581
34 H 5.42805 -2.52967 1.24883
35 H 4.85148 -3.47811 -0.18468
36 H 4.91171 -1.71152 -0.28403
37 H 1.22194 -2.92936 3.00495
38 H 1.63061 0.03132 2.37521
39 H 0.13420 -0.70517 3.03363
40 H 2.76649 1.25166 4.01244
41 H 3.82788 1.37655 6.27308
42 H 3.32053 -0.36521 7.99138
43 H 1.78881 -2.25443 7.40122
44 H 0.76275 -2.37258 5.13129
45 H -0.88548 -2.27860 1.61783
46 H 0.02973 -1.94850 -1.35542
47 H -2.34547 -3.64991 0.36838
48 H -2.62777 -1.76091 0.54628
49 H -6.03737 -4.81915 1.03158
50 H -6.28672 -3.38984 -0.00885
51 H -5.06575 -4.65728 -0.41940
52 H -4.69445 -2.59490 -1.70966
53 H -5.47122 -2.62284 -4.12185
54 H -1.38964 -2.57312 -5.45116
55 H -0.58462 -2.63794 -3.11987
56 H 2.61672 -0.23527 -0.18825
57 H 3.10842 -1.24994 -1.63072
58 H 1.41384 -0.79587 -1.33091
59 H 2.33295 -4.53016 -0.21406
60 H 1.18185 -3.77450 -1.32423
61 H 2.93386 -3.59119 -1.64264

Calculated values
E_LUMO in eV: -1.4
Molecular weight in g/mol: 472.567
Total charge: 0
Frontier orbital gap in Ha: 0.1686
HOMO in eV: -6.0
Energy in eV: -51329.622
Relative energy (zero: lowest compared OMol25 entry of this formula, charge and spin) in kJ/mol: 1104.9
Spin multiplicity: 1

Results of the natural (NBO) charge analysis, in e, for atoms 1 through 4: atom 1 (C): -0.417, atom 2 (N): -0.451, atom 3 (C): 0.688, atom 4 (O): -0.613

no.,maximum force (eV/Å)
1,5.200
2,4.023
3,4.654